Entry 1:
Formula: C4H17NO3
Source: OMol25
Level of theory: the ωB97M-V functional and the def2-TZVPD basis

For the total energy, the calculation gives -442.96620 hartree. Its SMILES is CNC(C)C.O.O.O. The HOMO-LUMO gap comes out at 9.742 eV. The calculation puts the LUMO energy at 0.675 eV.

Each line ends with the Löwdin charge.
Cartesian coordinates (Å):
C 1.88715 -0.56728 -0.54500  -0.1085
N 0.43264 -0.69735 -0.85219  -0.1429
C 0.67451 0.99661 -2.85294  -0.0583
C -0.18034 0.47725 -1.52039  -0.3814
C -0.18690 1.68935 -0.61304  -0.0895
H 2.19477 -1.06299 0.35407  0.0723
H 2.09904 0.38501 -0.10535  0.0648
H 2.43864 -0.59591 -1.52189  0.0777
H 0.42478 -1.57056 -1.38526  0.1104
H 0.03035 0.79058 -3.77790  0.0675
H 1.47333 0.17687 -2.88554  0.0604
H 0.79951 2.11996 -2.88861  0.0737
H -1.13704 0.01511 -1.93111  0.1440
H -0.97971 2.35454 -0.55498  0.0536
H 0.45953 2.51829 -0.93847  0.0734
H -0.05111 1.44101 0.45131  0.0636
H -0.79885 2.33306 3.31405  0.0313
H -1.08378 1.36730 2.28334  -0.0901
O -1.40199 2.12345 2.61742  0.0001
H -1.18111 -1.25876 2.22807  -0.0684
H -0.80350 -0.99592 0.65868  0.0246
O -1.06902 -0.70736 1.55401  -0.0174
H -0.76446 -4.16251 2.57289  0.0468
H -2.04640 -3.69806 3.30528  -0.0226
O -1.23005 -3.47170 3.03357  0.0149

Cartesian forces (eV/Å) of the 3 atoms listed first:
-0.83 1.45 -0.90
1.20 -0.26 0.55
-2.16 -2.24 -0.44

=====

Entry 2:
Formula: C4H17NO3
Source: OMol25
Level of theory: the ωB97M-V functional and the def2-TZVPD basis

For the total energy, the calculation gives -443.05196 hartree. Its SMILES is CCCNC.O.O.O. The HOMO-LUMO gap comes out at 10.198 eV. The calculation puts the LUMO energy at 0.786 eV.

Each line ends with the Löwdin charge.
Cartesian coordinates (Å):
C 1.99894 -1.82464 1.61620  -0.1106
C 1.58766 -0.47991 2.19217  -0.2525
C 1.82269 0.68416 1.25438  -0.2536
N 0.72635 0.89636 0.30033  -0.1494
C 0.72107 2.25115 -0.25791  -0.1196
H 3.02562 -1.76084 1.25761  0.0689
H 1.99075 -2.59848 2.38102  0.0665
H 1.34475 -2.17778 0.81764  0.0722
H 0.52811 -0.51566 2.47333  0.1026
H 2.07253 -0.23453 3.13698  0.1047
H 1.97257 1.62101 1.75011  0.1023
H 2.78452 0.57335 0.72798  0.1186
H 0.85421 0.25117 -0.45344  0.1032
H 0.25720 2.89886 0.49572  0.0845
H 1.71329 2.65489 -0.47752  0.0772
H 0.04578 2.26735 -1.10906  0.0816
H -2.35077 -0.13544 1.40396  0.0244
H -1.10087 0.59148 0.85170  -0.0212
O -2.03818 0.72085 1.09239  -0.0940
H -5.87547 0.91918 -1.08381  0.0309
H -4.40942 0.88306 -1.41800  0.0312
O -5.26930 0.59888 -1.76122  -0.0679
H -1.39033 -2.36434 -5.47950  0.0304
H -0.31117 -3.29816 -4.89699  0.0307
O -0.70055 -2.42197 -4.81405  -0.0612

Cartesian forces (eV/Å) of the 3 atoms listed first:
0.31 -0.08 0.37
-0.62 0.23 0.34
0.08 0.10 -0.78

=====

no.,strongest force on any atom (Eh/bohr)
1,0.12758
2,0.02021